{"formula": "C3H11NO", "method": "the ωB97M-V functional and the def2-TZVPD basis", "relative_energy_kj_mol": 122.93, "gap_ha": 0.3777, "e_tot_ha": -250.849825, "symbols": ["N", "C", "C", "C", "H", "H", "H", "H", "H", "H", "H", "H", "H", "O", "H", "H"], "coordinates": [[0.98, -0.60, 0.88], [0.00, 0.00, 0.00], [0.50, -0.62, 2.27], [1.28, -1.98, 0.42], [-0.33, 0.99, 0.36], [-0.89, -0.61, -0.22], [0.57, 0.14, -0.93], [1.38, -1.01, 2.80], [-0.34, -1.31, 2.44], [0.23, 0.36, 2.71], [1.34, -2.02, -0.68], [0.66, -2.82, 0.77], [2.30, -2.09, 0.83], [3.09, 0.29, -0.14], [2.21, -0.02, 0.18], [3.14, -0.03, -1.07]]}